This record from the OMol25 dataset describes a structure of composition C35H42Cl8ErN2O2Si3. The level of theory is ωB97M-V/def2-TZVPD.

Calculated values
Spin multiplicity: 4
Highest occupied orbital energy (alpha / beta): -0.195 / -0.195 hartree
Charge: -1

Cartesian coordinates (Å):
Er -0.387 -0.140 -0.103
C -2.514 0.191 -2.586
N -1.066 0.124 -2.770
C -0.632 1.317 -3.493
C -0.670 -1.082 -3.514
C 0.037 -2.178 -2.726
C 0.477 -3.243 -3.508
C 1.233 -4.261 -2.963
C 1.566 -4.192 -1.623
C 1.091 -3.141 -0.854
C 0.278 -2.096 -1.339
H -3.047 0.148 -3.551
H -2.762 1.136 -2.101
H -2.846 -0.633 -1.957
H -1.131 1.405 -4.472
H 0.444 1.282 -3.646
H -0.861 2.200 -2.903
H 0.035 -0.787 -4.299
H -1.548 -1.510 -4.025
H 0.232 -3.263 -4.565
H 1.582 -5.079 -3.580
H 2.193 -4.956 -1.179
H 1.380 -3.148 0.196
Cl 6.961 2.475 -1.084
C 5.349 1.895 -1.244
C 4.446 2.012 -0.187
Cl 4.932 2.743 1.293
C 3.165 1.536 -0.333
Cl 1.958 1.635 0.897
C 2.693 0.890 -1.512
O 1.521 0.440 -1.572
C 3.649 0.809 -2.567
Cl 3.131 0.055 -4.019
C 4.932 1.299 -2.436
Cl 6.035 1.187 -3.750
C -3.928 1.412 1.535
Si -4.164 -0.441 1.117
C -5.452 -1.012 2.432
C -5.234 -0.360 -0.480
C -2.549 -1.444 1.058
Si -2.897 -3.121 0.192
C -1.532 -4.437 0.473
C -3.154 -3.176 -1.711
C -4.516 -4.007 0.748
Si -1.963 -1.817 2.820
C -2.266 -0.592 4.283
C -2.623 -3.424 3.642
C -0.044 -2.028 2.892
C 0.558 -2.861 3.836
C 1.934 -2.960 3.914
C 2.693 -2.224 3.017
C 2.030 -1.452 2.079
N 0.702 -1.337 2.019
H -4.879 1.938 1.499
H -3.274 1.891 0.814
H -3.512 1.556 2.526
H -6.108 -0.193 2.716
H -4.974 -1.373 3.335
H -6.075 -1.815 2.053
H -6.276 -0.186 -0.223
H -5.198 -1.282 -1.047
H -4.922 0.448 -1.132
H -0.767 -4.083 1.152
H -1.045 -4.682 -0.463
H -1.947 -5.352 0.881
H -2.281 -2.818 -2.242
H -4.021 -2.616 -2.044
H -3.315 -4.207 -2.016
H -4.618 -4.046 1.824
H -4.533 -5.028 0.378
H -5.388 -3.498 0.355
H -3.236 -0.120 4.188
H -1.527 0.196 4.357
H -2.262 -1.128 5.230
H -3.706 -3.403 3.623
H -2.329 -3.531 4.681
H -2.310 -4.310 3.105
H -0.061 -3.425 4.516
H 2.412 -3.605 4.641
H 3.772 -2.251 3.035
H 2.598 -0.917 1.323
Cl -1.883 6.680 2.963
C -1.546 5.328 1.938
C -1.262 4.096 2.503
C -1.030 3.031 1.664
Cl -0.712 1.448 2.289
C -1.103 3.095 0.246
O -0.977 2.051 -0.476
C -1.364 4.399 -0.251
Cl -1.462 4.605 -1.962
C -1.583 5.489 0.562
H -1.227 3.972 3.571
H -1.786 6.457 0.131



This record from the OMol25 dataset describes a structure of composition C35H42FeGeN3O2Se. The level of theory is ωB97M-V/def2-TZVPD.

Calculated values
Spin multiplicity: 2
Energy relative to the best compared isomer or geometry (same formula, charge and spin): 0.00 kcal/mol
Highest occupied orbital energy (alpha / beta): 0.001 / 0.002 hartree
Charge: -2

Cartesian coordinates (Å):
Fe -0.118 0.792 0.025
O 0.837 -0.027 -1.307
C 2.096 -0.009 -1.632
C 2.523 -0.533 -2.857
C 3.869 -0.663 -3.167
C 4.832 -0.269 -2.248
C 4.448 0.310 -1.056
C 3.090 0.512 -0.733
C 2.726 1.225 0.422
N 1.474 1.513 0.762
N 1.300 2.328 1.795
C 0.016 2.590 2.018
O -0.902 2.068 1.262
C -0.323 3.476 3.105
C 0.625 3.854 4.081
C 0.282 4.683 5.120
C -1.011 5.195 5.235
C -1.951 4.857 4.261
C -1.625 4.009 3.233
H 1.765 -0.864 -3.549
H 4.166 -1.088 -4.119
H 5.887 -0.396 -2.475
H 5.191 0.642 -0.337
H 3.512 1.662 1.036
H 1.628 3.467 3.992
H 1.020 4.949 5.869
H -1.275 5.851 6.056
H -2.949 5.278 4.321
H -2.352 3.747 2.479
C -3.404 -1.488 -1.465
C -3.972 -0.593 -2.417
C -3.405 0.643 -2.540
C -2.305 1.032 -1.753
N -1.800 0.162 -0.781
C -2.341 -1.049 -0.719
C -1.567 2.225 -1.915
C -1.903 3.275 -2.801
C -1.089 4.378 -2.923
C 0.087 4.467 -2.196
C 0.429 3.431 -1.314
C -0.374 2.335 -1.165
H -3.781 -2.495 -1.358
H -4.811 -0.899 -3.032
H -3.774 1.337 -3.283
H -1.891 -1.728 0.000
H -2.811 3.220 -3.388
H -1.363 5.179 -3.605
H 0.737 5.329 -2.302
H 1.345 3.527 -0.748
C -0.360 -2.613 -3.717
Ge 0.537 -3.990 -2.611
C 1.529 -5.220 -3.891
C -0.876 -5.133 -1.794
C 1.731 -3.374 -1.224
Se 0.508 -2.145 0.572
C 2.174 -2.385 1.603
H -1.302 -2.982 -4.114
H 0.265 -2.310 -4.552
H -0.567 -1.747 -3.099
H 0.887 -5.571 -4.694
H 1.901 -6.088 -3.356
H 2.377 -4.709 -4.335
H -1.516 -5.580 -2.551
H -1.487 -4.515 -1.141
H -0.441 -5.929 -1.196
H 2.459 -2.637 -1.530
H 2.186 -4.177 -0.653
H 2.533 -3.407 1.510
H 1.953 -2.161 2.646
H 2.912 -1.684 1.219
C -1.512 -2.324 2.841
C -1.084 -0.854 2.717
C -0.401 -0.449 4.033
C -2.367 -0.033 2.554
C -0.073 -0.573 1.584
H -2.183 -2.435 3.695
H -0.662 -2.995 2.978
H -2.041 -2.631 1.941
H -1.108 -0.485 4.864
H -0.001 0.561 3.965
H 0.422 -1.128 4.261
H -3.118 -0.367 3.271
H -2.759 -0.141 1.550
H -2.165 1.020 2.711
H 0.863 -0.256 2.054



This record from the OMol25 dataset describes a structure of composition C35H42N8NiSSb2. The level of theory is ωB97M-V/def2-TZVPD.

Calculated values
Energy relative to the best compared isomer or geometry (same formula, charge and spin): 19.53 kcal/mol
Highest occupied orbital energy (alpha / beta): -0.448 / -0.448 hartree
Charge: +2

Cartesian coordinates (Å):
Ni 1.253 -0.141 -0.386
C -2.202 -1.473 -1.745
C -2.795 -0.062 -1.791
C -3.965 0.154 -0.833
Sb -3.503 -0.199 1.248
C -4.871 1.205 2.062
C -6.202 1.237 1.651
C -7.079 2.163 2.196
C -6.635 3.060 3.159
C -5.314 3.029 3.579
C -4.435 2.103 3.031
C -4.663 -1.959 1.562
C -4.943 -2.311 2.881
C -5.640 -3.476 3.168
C -6.056 -4.309 2.138
C -5.783 -3.968 0.822
C -5.090 -2.798 0.537
Sb -0.568 -1.885 -0.426
C -1.176 -2.780 1.371
C -1.997 -3.900 1.287
C -2.419 -4.525 2.451
C -2.006 -4.042 3.684
C -1.174 -2.933 3.764
C -0.759 -2.294 2.605
C 0.250 -3.631 -1.313
C -0.075 -4.066 -2.594
C 0.438 -5.265 -3.076
C 1.269 -6.038 -2.277
C 1.588 -5.615 -0.993
C 1.080 -4.416 -0.512
H -1.778 -1.738 -2.714
H -2.963 -2.221 -1.507
H -3.151 0.095 -2.813
H -2.016 0.690 -1.630
H -4.810 -0.475 -1.118
H -4.310 1.187 -0.887
H -6.566 0.530 0.913
H -8.112 2.181 1.874
H -7.322 3.777 3.586
H -4.971 3.720 4.339
H -3.406 2.076 3.376
H -4.628 -1.670 3.697
H -5.863 -3.731 4.196
H -6.605 -5.215 2.361
H -6.121 -4.605 0.015
H -4.906 -2.545 -0.501
H -2.319 -4.289 0.327
H -3.076 -5.382 2.393
H -2.337 -4.532 4.591
H -0.854 -2.562 4.729
H -0.134 -1.410 2.671
H -0.728 -3.489 -3.236
H 0.171 -5.603 -4.068
H 1.650 -6.982 -2.646
H 2.213 -6.229 -0.356
H 1.320 -4.109 0.500
C 4.466 3.868 -0.099
C 3.083 3.608 0.360
N 2.308 4.430 0.985
N 1.139 3.748 1.187
C 1.166 2.515 0.707
S -0.002 1.267 0.718
N 2.400 2.409 0.173
N 2.782 1.214 -0.438
H 4.756 4.862 0.230
H 4.531 3.830 -1.188
H 5.164 3.144 0.323
H 0.372 4.202 1.662
H 3.590 0.821 0.043
H 3.029 1.390 -1.412
C 6.382 -2.756 -1.414
C 5.848 -3.331 -2.721
C 5.977 -2.340 -3.873
C 4.417 -3.855 -2.584
N 3.422 -2.780 -2.441
C 2.660 -2.198 -3.377
N 1.927 -1.268 -2.811
N 2.270 -1.329 -1.514
N 3.166 -2.216 -1.275
H 7.413 -2.429 -1.542
H 6.360 -3.494 -0.612
H 5.798 -1.891 -1.090
H 6.434 -4.221 -2.969
H 5.470 -1.397 -3.647
H 5.568 -2.736 -4.804
H 7.025 -2.104 -4.052
H 4.296 -4.498 -1.714
H 4.119 -4.413 -3.471
H 2.658 -2.468 -4.419



This record from the OMol25 dataset describes a structure of composition C35H42PtS4Sb2. The level of theory is ωB97M-V/def2-TZVPD.

Calculated values
Energy relative to the best compared isomer or geometry (same formula, charge and spin): 2.43 kcal/mol
Highest occupied orbital energy: -0.696 hartree
Charge: +4

Cartesian coordinates (Å):
Pt 0.748 0.176 -0.974
C 1.983 2.210 -3.327
C 2.303 2.912 -2.018
S 2.381 1.832 -0.535
C 3.979 0.945 -0.749
C 3.993 -0.204 -1.746
S 2.644 -1.312 -1.270
C 2.168 -2.343 -2.678
C 0.773 -2.851 -2.355
S -0.490 -1.563 -2.018
C -0.843 -0.892 -3.693
C 0.185 0.062 -4.280
S 0.395 1.382 -3.062
H 2.749 1.512 -3.650
H 1.843 2.959 -4.110
H 1.539 3.653 -1.774
H 3.259 3.438 -2.060
H 4.222 0.595 0.255
H 4.706 1.715 -1.018
H 4.931 -0.753 -1.637
H 3.894 0.106 -2.782
H 2.858 -3.189 -2.721
H 2.233 -1.798 -3.615
H 0.777 -3.464 -1.452
H 0.367 -3.465 -3.161
H -1.812 -0.399 -3.583
H -0.989 -1.764 -4.333
H -0.223 0.508 -5.190
H 1.136 -0.404 -4.518
C -1.060 2.867 1.258
C -0.741 2.309 2.640
C 0.588 1.565 2.745
Sb 0.900 -0.295 1.732
C 2.909 -0.697 2.198
C 3.505 -1.908 1.833
C 4.789 -2.194 2.270
C 5.476 -1.284 3.068
C 4.873 -0.093 3.447
C 3.586 0.209 3.017
C -0.325 -1.775 2.531
C -1.176 -1.439 3.580
C -1.894 -2.449 4.204
C -1.768 -3.764 3.776
C -0.916 -4.088 2.724
C -0.185 -3.092 2.097
Sb -1.558 1.324 -0.116
C -2.879 0.048 0.880
C -3.804 0.700 1.697
C -4.813 -0.035 2.303
C -4.900 -1.404 2.083
C -3.979 -2.047 1.265
C -2.963 -1.324 0.659
C -2.601 2.104 -1.741
C -3.606 1.319 -2.305
C -4.375 1.847 -3.335
C -4.145 3.144 -3.778
C -3.150 3.925 -3.199
C -2.367 3.406 -2.180
H -0.233 3.450 0.848
H -1.936 3.519 1.283
H -1.563 1.687 2.999
H -0.683 3.154 3.331
H 0.775 1.292 3.787
H 1.416 2.199 2.425
H 2.962 -2.657 1.268
H 5.246 -3.139 2.009
H 6.474 -1.516 3.413
H 5.396 0.602 4.091
H 3.143 1.142 3.337
H -1.281 -0.419 3.928
H -2.545 -2.208 5.035
H -2.325 -4.547 4.274
H -0.808 -5.119 2.412
H 0.507 -3.357 1.304
H -3.769 1.773 1.859
H -5.537 0.464 2.933
H -5.696 -1.972 2.547
H -4.058 -3.112 1.094
H -2.248 -1.841 0.035
H -3.830 0.328 -1.920
H -5.173 1.259 -3.769
H -4.759 3.558 -4.567
H -2.998 4.943 -3.533
H -1.607 4.031 -1.721



This record from the OMol25 dataset describes a structure of composition C35H43BiClP2Si2. The level of theory is ωB97M-V/def2-TZVPD.

Calculated values
Energy relative to the best compared isomer or geometry (same formula, charge and spin): 27.58 kcal/mol
Highest occupied orbital energy (alpha / beta): -0.325 / -0.330 hartree
Charge: +1

Cartesian coordinates (Å):
C 1.257 -1.418 1.510
C 2.360 -1.449 0.641
C 2.975 -0.162 0.614
H 2.737 -2.343 0.143
C 2.278 0.673 1.623
C 1.135 -0.125 2.076
H 0.467 0.173 2.876
H 0.621 -2.264 1.775
H 3.947 0.074 0.176
H 2.718 1.535 2.142
Bi 1.079 1.281 -0.269
Si 3.209 4.892 -3.080
C 2.628 4.992 -4.946
C 1.619 5.860 -5.404
H 1.104 6.537 -4.715
C 1.258 5.893 -6.755
H 0.456 6.556 -7.101
C 1.927 5.070 -7.668
H 1.638 5.084 -8.724
C 2.965 4.249 -7.232
H 3.507 3.624 -7.946
C 3.304 4.210 -5.873
H 4.125 3.574 -5.539
C 3.244 6.765 -2.807
C 4.248 7.425 -3.532
H 4.986 6.834 -4.083
C 4.279 8.818 -3.605
H 5.061 9.298 -4.184
C 3.306 9.587 -2.964
H 3.298 10.674 -3.058
C 2.343 8.938 -2.197
H 1.596 9.521 -1.664
C 2.313 7.539 -2.111
H 1.541 7.064 -1.506
H 4.578 4.326 -2.997
Si -0.872 4.056 -3.951
C 0.401 4.452 -2.576
C 1.761 3.834 -2.464
H 1.912 2.900 -3.007
C 2.513 3.963 -1.217
H 3.358 3.298 -1.027
C 1.976 4.736 -0.165
H 2.595 4.910 0.719
C 0.696 5.253 -0.270
H 0.261 5.799 0.577
C -0.055 5.117 -1.458
H -1.061 5.547 -1.491
C -0.081 2.630 -4.895
C 0.563 1.581 -4.204
H 0.421 1.481 -3.117
C 1.419 0.694 -4.868
H 2.051 0.014 -4.295
C 1.429 0.682 -6.260
H 2.032 -0.045 -6.795
C 0.650 1.607 -6.971
H 0.652 1.593 -8.065
C -0.106 2.567 -6.296
H -0.711 3.293 -6.839
H -1.528 5.059 -4.714
Cl -2.519 3.276 -2.962
C -2.069 3.308 1.426
P -1.653 1.581 0.997
C -2.140 0.716 2.544
C -3.127 1.130 -0.055
C -2.796 0.205 -1.229
P -1.091 -0.534 -1.146
C -0.945 -1.189 -2.834
C -1.499 -2.042 -0.201
H -1.570 3.560 2.372
H -1.720 3.988 0.637
H -3.159 3.403 1.543
H -1.732 -0.300 2.574
H -1.760 1.291 3.398
H -3.235 0.665 2.604
H -3.872 0.664 0.609
H -3.550 2.076 -0.428
H -3.495 -0.644 -1.269
H -2.865 0.759 -2.176
H -0.020 -1.777 -2.896
H -1.807 -1.835 -3.054
H -0.900 -0.374 -3.565
H -1.685 -1.824 0.854
H -2.398 -2.488 -0.643
H -0.664 -2.745 -0.284



Number 1: E_tot -7184.2764 a.u.. Number 2: E_tot -7415.5699 a.u.. Number 3: E_tot -4183.3752 a.u.. Number 4: E_tot -3550.0231 a.u.. Number 5: E_tot -3295.6678 a.u..